146
Properties=species:S:1:pos:R:3:forces:R:3:mulliken_charge:R:1 method="wB97M-V/def2-TZVPD" charge=-1 gap_ev=5.284 e_homo_ha=-0.128
C -5.267782 2.607598 -1.795763 -0.41 0.95 0.75 -0.6287
C -5.733156 3.405071 -0.753791 -0.35 -0.89 0.19 -0.1462
C -6.206577 2.872135 0.615496 -1.93 0.87 -2.34 -1.4826
P -4.739659 2.127571 1.689167 0.36 -0.44 0.01 2.4979
C -5.865489 1.892534 3.224108 -1.00 -0.91 0.90 -1.3300
C -5.643757 0.466889 3.869364 0.41 0.68 0.07 -0.8406
C -4.356247 0.445114 4.809785 -1.23 -0.56 -0.40 -0.3169
C -3.375838 -0.721362 4.436441 0.84 0.55 0.01 -0.9603
C -1.869962 -0.237585 4.316451 -0.19 -0.73 0.29 -0.3640
N -1.439466 -0.164591 2.899194 -0.07 -0.01 0.42 -0.3856
C -4.134426 3.871028 2.232984 0.85 1.41 -0.12 -1.7991
C -2.686509 4.243963 1.712140 -0.60 0.13 1.05 0.2250
C -1.629599 3.717986 2.753800 0.00 -1.06 -1.25 0.3813
C -0.175558 3.511685 2.166377 0.10 0.48 1.29 0.1311
C 0.464483 4.821959 1.577372 -0.38 -0.26 -0.40 -0.5193
C 0.012368 5.179764 0.094124 0.47 -0.38 0.22 -0.8235
C -0.145523 3.939648 -0.878147 0.72 0.53 -0.49 0.0371
C 1.093280 2.938217 -0.933022 -1.08 -0.38 -0.65 -0.8626
C 0.495961 1.487510 -1.185897 1.76 0.88 0.67 0.0727
O 0.029199 1.483270 -2.541132 -0.88 -0.43 0.99 -0.4901
C -1.290816 0.962953 -2.680007 -0.80 0.44 -1.23 -0.1819
H -5.832003 1.738367 -2.189516 1.09 -0.21 1.14 0.2490
H -4.294920 2.868064 -2.266710 -1.35 0.40 -0.67 0.1481
H -5.771489 4.510484 -0.921059 1.46 -0.66 0.76 0.2909
H -6.900574 2.009950 0.399909 0.61 0.50 0.50 0.4173
H -6.771565 3.667837 1.180243 0.42 -0.71 -0.49 0.4457
H -3.647897 1.453978 2.411071 0.12 0.11 0.26 -1.0812
H -5.173297 0.786530 1.249927 -0.08 -0.19 -0.05 -0.0185
H -3.872903 2.144674 0.516192 0.13 0.21 -0.09 -0.7389
H -5.713022 2.634090 4.048959 -0.11 -0.31 -0.70 0.3614
H -6.943781 1.959806 2.907475 0.86 0.03 0.23 0.4365
H -5.496212 -0.291464 3.063679 -0.24 0.57 0.42 0.3383
H -6.546554 0.176316 4.459462 0.59 0.10 -0.41 0.3817
H -3.874789 1.450223 4.741440 -0.16 -0.89 0.11 0.1419
H -4.751395 0.285357 5.850448 0.68 0.31 -0.70 0.5489
H -3.625101 -1.201420 3.452287 0.06 0.57 0.83 0.2710
H -3.431344 -1.532921 5.201240 0.03 0.58 -0.48 0.5077
H -1.698100 0.730562 4.852013 -0.36 -0.63 -0.22 0.2697
H -1.249094 -1.016582 4.835704 -0.20 0.71 -0.47 0.3378
H -0.555803 0.345265 2.838552 -0.31 -0.13 -0.11 0.1500
H -2.135493 0.361957 2.360733 0.21 -0.04 0.24 -0.0427
H -4.833900 4.638752 1.807820 0.40 -0.60 0.46 0.5261
H -4.112868 4.015658 3.349709 -0.19 -0.23 -0.88 0.4561
H -2.561962 3.832216 0.684563 0.12 0.16 0.77 -0.1871
H -2.597484 5.362183 1.662730 -0.02 -0.82 -0.16 0.2240
H -1.987118 2.701551 3.078836 0.30 0.90 -0.17 -0.5461
H -1.647268 4.366567 3.661685 0.24 -0.29 -0.67 0.2358
H -0.112080 2.629454 1.476515 -0.29 0.94 0.37 -0.5359
H 0.461666 3.221864 3.052267 -0.42 0.18 -0.77 0.4405
H 1.577599 4.719025 1.620705 -0.70 0.07 -0.12 0.0470
H 0.191167 5.672640 2.260451 0.28 -0.68 -0.60 0.3702
H -0.921914 5.787346 0.149875 0.59 -0.64 -0.24 0.3861
H 0.795557 5.850151 -0.363006 -0.63 -0.48 0.46 0.4562
H -0.246538 4.367687 -1.913431 -0.13 -0.40 0.89 0.4917
H -1.064286 3.334688 -0.707949 0.55 0.63 0.18 -0.3109
H 1.724500 2.986198 -0.016646 -0.42 -0.15 -0.62 0.1954
H 1.702507 3.151805 -1.850973 -0.22 0.01 0.95 0.4446
H -0.297402 1.349163 -0.413861 0.27 -0.24 -0.82 0.0413
H 1.275322 0.689267 -1.027851 -0.97 1.02 -0.38 0.3695
H -1.809156 1.614799 -3.437683 0.34 -0.59 0.65 0.0465
H -1.913483 1.010868 -1.757650 0.61 -0.12 -0.46 0.1051
H -1.306557 -0.070796 -3.117411 0.17 0.60 0.60 0.1796
C 0.943868 -2.517276 1.942345 -0.23 -0.07 0.02 -0.5841
C 1.729222 -1.712503 0.942580 -0.11 0.29 -0.20 0.5642
O 1.266941 -0.719859 0.394192 0.20 -0.58 0.47 -0.4996
N 2.992197 -2.126558 0.653348 -0.28 -0.01 0.21 -0.1297
C 3.694820 -3.270348 1.196482 0.29 0.36 -0.37 -0.8953
H -0.041806 -2.072239 2.073998 0.08 0.18 -0.05 -0.1104
H 0.819317 -3.542742 1.584499 0.16 -0.05 0.14 0.0393
H 1.452877 -2.518468 2.908672 -0.01 -0.17 -0.02 0.3637
H 3.463949 -1.548009 -0.024246 0.00 -0.02 0.03 0.2414
H 4.607562 -2.921934 1.686757 0.03 -0.17 0.10 0.2775
H 3.960606 -3.930463 0.368993 0.02 -0.23 0.20 0.2659
H 3.088359 -3.817985 1.910922 -0.03 0.03 -0.13 0.3516
C 2.483528 -8.636165 -0.203358 -0.09 -0.11 -0.06 -1.1626
C 3.106777 -7.336456 0.229756 -0.03 0.36 0.04 0.8673
O 2.436074 -6.345958 0.481992 -0.08 -0.05 0.00 -0.5916
N 4.461180 -7.288154 0.334583 -0.32 -0.26 -0.02 -0.1082
C 5.416099 -8.348290 0.078459 0.16 0.50 0.14 -0.9306
H 1.402097 -8.523404 -0.242423 0.09 0.13 0.03 0.0350
H 2.839009 -8.910619 -1.198787 0.04 -0.09 0.07 0.3216
H 2.723522 -9.426529 0.510930 0.04 -0.06 -0.13 0.4147
H 4.810618 -6.389417 0.627994 0.02 -0.02 -0.03 0.1991
H 5.986636 -8.532962 0.991025 0.08 -0.20 -0.10 0.3010
H 6.098417 -8.021110 -0.708037 0.06 -0.23 -0.03 0.2918
H 4.928572 -9.267825 -0.231102 -0.05 0.10 0.01 0.3545
C -3.058280 1.204884 -6.704347 0.08 0.11 -0.12 -1.4125
C -3.655258 0.273426 -5.683019 -0.28 0.08 0.48 0.8486
O -4.324891 0.678150 -4.750619 0.03 0.02 -0.14 -0.5993
N -3.422732 -1.061864 -5.827299 0.13 0.19 -0.28 -0.1613
C -2.655819 -1.730129 -6.859564 -0.27 -0.24 0.46 -0.8538
H -3.327461 2.229611 -6.458338 -0.06 -0.13 0.12 0.2913
H -1.969350 1.122344 -6.699512 -0.03 -0.02 -0.14 0.3539
H -3.446485 0.974050 -7.698831 0.16 -0.01 -0.03 0.4498
H -3.851912 -1.624056 -5.109227 0.02 0.03 0.00 0.2189
H -3.308861 -2.433113 -7.381480 0.18 -0.04 -0.18 0.2900
H -1.841749 -2.284239 -6.387559 0.11 -0.04 -0.24 0.2696
H -2.241186 -1.027517 -7.576412 -0.05 0.03 0.09 0.3287
C 4.808482 8.932234 -0.658491 0.05 0.10 -0.12 -1.3476
C 4.242818 8.294080 0.582370 -0.21 0.02 0.47 0.8479
O 3.971363 8.943757 1.581129 0.12 0.03 -0.09 -0.6588
N 4.037840 6.949745 0.564304 0.31 0.45 -0.06 0.1195
C 4.293519 6.018583 -0.514820 -0.38 -0.24 0.47 -0.9274
H 4.916576 10.002451 -0.496834 -0.07 -0.09 0.13 0.3222
H 5.792110 8.514705 -0.882923 -0.08 -0.03 -0.15 0.3404
H 4.135122 8.776123 -1.503451 0.14 -0.06 -0.06 0.3651
H 3.658120 6.589095 1.427186 -0.18 0.02 -0.09 0.1265
H 3.347572 5.532003 -0.760553 0.18 -0.18 -0.27 0.1897
H 5.002855 5.268547 -0.159169 0.02 -0.17 -0.41 0.3242
H 4.698764 6.508927 -1.394966 -0.03 0.04 0.10 0.3808
C -1.306183 -6.495792 0.382278 0.11 -0.02 0.11 -0.9816
C -2.086907 -6.278877 -0.883007 -0.26 0.09 -0.30 0.6885
O -2.250287 -7.173756 -1.705955 0.09 -0.08 -0.06 -0.6931
N -2.612212 -5.045716 -1.097201 0.31 -0.41 0.26 -0.0795
C -2.521888 -3.870587 -0.244958 -0.26 0.08 -0.42 -0.7561
H -0.945580 -7.521589 0.414054 -0.07 0.05 -0.12 0.2366
H -0.444292 -5.825880 0.405601 -0.02 -0.02 0.18 0.1826
H -1.939508 -6.325675 1.255116 0.12 0.12 0.01 0.3795
H -3.121538 -4.970442 -1.963573 -0.02 0.03 0.04 0.2161
H -3.530877 -3.557871 0.027498 0.12 0.16 0.15 0.3024
H -2.040773 -3.067743 -0.805555 0.01 0.12 0.23 0.2844
H -1.952119 -4.066043 0.658576 -0.02 -0.05 -0.08 0.2217
C 2.169988 -8.826900 -5.619254 0.06 -0.12 -0.12 -1.3220
C 2.304904 -7.779990 -4.544857 0.09 0.39 0.36 0.8672
O 3.395465 -7.433570 -4.108969 0.04 -0.17 -0.05 -0.6711
N 1.165489 -7.221412 -4.062854 0.29 -0.33 -0.36 -0.1134
C -0.205945 -7.503848 -4.450503 0.06 0.25 0.47 -0.7826
H 3.158247 -9.181258 -5.904480 -0.01 0.12 0.12 0.3193
H 1.591376 -9.675345 -5.248916 -0.09 0.05 -0.14 0.3343
H 1.686767 -8.402379 -6.501219 -0.10 -0.14 0.04 0.3564
H 1.327614 -6.529165 -3.347052 -0.06 -0.02 0.02 0.1686
H -0.661973 -6.581823 -4.815651 -0.18 -0.13 -0.06 0.2388
H -0.747280 -7.844199 -3.566652 -0.25 0.03 -0.17 0.2747
H -0.262896 -8.263880 -5.224898 0.13 0.05 0.02 0.3320
C 7.269771 3.669120 4.141031 0.08 -0.06 0.13 -1.3270
C 6.510458 3.845989 2.852740 -0.20 -0.18 -0.44 0.8644
O 6.398822 2.944537 2.035850 0.10 0.02 0.10 -0.6518
N 5.940991 5.057896 2.615712 0.32 -0.29 0.38 0.0611
C 5.964263 6.239666 3.455481 -0.27 0.01 -0.49 -0.8506
H 7.665444 2.657142 4.190827 -0.09 0.04 -0.14 0.2911
H 8.105461 4.370322 4.186018 -0.08 0.04 0.14 0.3555
H 6.606450 3.823680 4.994217 0.12 0.11 0.03 0.3516
H 5.450059 5.106269 1.738900 0.01 0.03 0.03 -0.0665
H 4.935200 6.510221 3.698116 0.12 0.24 0.17 0.2818
H 6.426092 7.052358 2.892190 -0.05 0.17 0.24 0.2572
H 6.519912 6.076498 4.374408 -0.02 -0.09 -0.08 0.3824